Here is C18H8F5N3NiO2S as an isolated structure from the Open Molecules 2025 dataset. Energies are from wB97M-V/def2-TZVPD.

As for the spin multiplicity: 1. The HOMO-LUMO gap comes out at 0.28411 Eh. As for the calculated total energy: -3411.3638 a.u. As for the max |F|: 0.0379 Eh/bohr.

Each line ends with the natural charge from an NBO analysis.
Cartesian coordinates (Å):
1 Ni 0.14 0.10 -0.08  1.01
2 S 1.23 2.09 -0.13  -0.29
3 F 0.47 6.13 2.85  -0.29
4 F -1.53 4.94 4.25  -0.28
5 F -2.26 2.39 3.61  -0.28
6 F -1.01 1.07 1.62  -0.33
7 F 1.72 4.83 0.86  -0.29
8 O -0.99 -3.57 1.26  -0.54
9 O -2.90 -2.55 -0.60  -0.54
10 N -1.32 0.48 -1.48  -0.47
11 N 1.38 -0.95 1.16  -0.47
12 N -0.86 -1.61 0.01  -0.75
13 C -1.28 2.99 2.94  0.28
14 C -0.63 2.34 1.91  0.29
15 C -2.64 1.83 -2.92  -0.24
16 C -2.28 -0.45 -1.49  0.12
17 C -1.50 1.60 -2.18  0.06
18 C 0.74 4.21 1.52  0.30
19 C 3.14 -1.24 2.73  -0.24
20 C 1.43 -2.89 2.54  -0.20
21 C -2.06 -1.68 -0.64  0.64
22 C 2.59 -2.44 3.14  -0.14
23 C 0.11 4.89 2.55  0.31
24 C 0.40 2.91 1.17  -0.27
25 C 0.85 -2.11 1.56  0.13
26 C -3.44 -0.31 -2.22  -0.20
27 C -0.46 -2.54 0.93  0.63
28 C -3.63 0.86 -2.94  -0.14
29 C -0.91 4.28 3.26  0.25
30 C 2.50 -0.52 1.73  0.06
31 H 0.95 -3.83 2.80  0.26
32 H -4.54 1.01 -3.51  0.23
33 H -4.16 -1.11 -2.20  0.26
34 H -2.75 2.76 -3.46  0.23
35 H 2.90 0.42 1.37  0.23
36 H -0.70 2.33 -2.14  0.23
37 H 3.07 -3.02 3.93  0.23
38 H 4.04 -0.84 3.18  0.23

***

Here is C31H28N2O5S2 as an isolated structure from the Open Molecules 2025 dataset. Energies are from wB97M-V/def2-TZVPD.

As for the spin multiplicity: 1. The HOMO-LUMO gap comes out at 0.21419 Eh. As for the calculated total energy: -2479.8719 a.u. As for the max |F|: 0.1552 Eh/bohr.

Each line ends with the natural charge from an NBO analysis.
Cartesian coordinates (Å):
1 S 1.22 -2.79 0.70  2.16
2 S -0.90 -3.32 -1.25  2.14
3 O 2.56 -2.42 0.26  -0.97
4 O 1.53 -0.16 1.30  -0.59
5 O -2.26 -3.48 -0.78  -0.94
6 O -0.60 -3.23 -2.68  -0.96
7 O 0.83 -2.78 2.10  -0.97
8 N -0.81 2.42 0.40  -0.35
9 N -0.62 1.29 2.28  -0.32
10 C 2.88 0.04 1.82  -0.24
11 C -0.26 1.30 0.97  0.53
12 C 2.23 1.14 -1.67  -0.24
13 C -2.25 2.70 3.67  -0.20
14 C 3.61 3.07 -1.88  -0.22
15 C 1.04 -4.50 0.17  -0.31
16 C -3.13 3.79 3.53  -0.21
17 C -0.10 -2.00 -0.27  -0.90
18 C -1.68 3.01 1.34  0.17
19 C -1.92 0.25 -3.79  -0.21
20 C -1.22 -0.28 -1.47  -0.05
21 C -3.28 4.47 2.33  -0.20
22 C 0.03 -4.76 -0.73  -0.19
23 C 0.80 0.46 0.25  0.19
24 C 3.04 1.94 -2.46  -0.18
25 C -3.53 0.40 -2.00  -0.24
26 C 2.45 2.68 0.22  -0.24
27 C 1.84 -5.51 0.67  -0.18
28 C -2.56 -0.08 -1.10  -0.16
29 C -3.20 0.60 -3.35  -0.21
30 C -0.21 0.38 3.32  -0.40
31 C -2.53 4.10 1.18  -0.23
32 C 0.67 -7.07 -0.76  -0.20
33 C -0.07 -0.51 -0.40  -0.23
34 C 1.87 1.54 -0.38  -0.03
35 C -1.55 2.33 2.49  0.10
36 C -0.96 -0.21 -2.88  -0.22
37 C 3.36 3.43 -0.56  -0.20
38 C -0.66 2.84 -0.96  -0.42
39 C -0.14 -6.04 -1.24  -0.21
40 C 1.66 -6.81 0.20  -0.20
41 H -1.44 3.59 -1.16  0.22
42 H 2.23 2.88 1.30  0.23
43 H 2.78 0.69 2.71  0.16
44 H 1.06 -0.29 -0.94  0.28
45 H -1.69 0.32 -4.86  0.22
46 H 0.31 3.31 -1.17  0.23
47 H -3.93 0.98 -4.04  0.21
48 H 2.58 -5.26 1.42  0.23
49 H 3.85 4.27 -0.07  0.22
50 H -0.95 0.54 4.11  0.20
51 H -2.10 2.17 4.59  0.23
52 H -2.58 4.60 0.23  0.23
53 H -4.55 0.60 -1.63  0.22
54 H 1.91 0.18 -2.12  0.24
55 H -0.90 -6.22 -2.00  0.23
56 H -0.82 1.99 -1.63  0.25
57 H 3.56 0.46 1.06  0.20
58 H -3.97 5.31 2.27  0.23
59 H 3.20 -0.98 2.09  0.24
60 H 0.78 0.63 3.74  0.21
61 H 0.52 -8.08 -1.14  0.22
62 H -2.85 -0.41 -0.09  0.22
63 H -0.02 -0.65 -3.30  0.24
64 H 2.29 -7.61 0.59  0.22
65 H 3.22 1.63 -3.48  0.22
66 H 4.29 3.68 -2.45  0.22
67 H -3.70 4.11 4.41  0.23
68 H -0.23 -0.65 2.96  0.28

***

Here is a 2-piece molecular cluster, C9H13ClNO overall from the Open Molecules 2025 dataset. Energies are from wB97M-V/def2-TZVPD.

Its total charge is +1. As for the spin multiplicity: 3. The HOMO-LUMO gap (alpha / beta) comes out at 0.26414 / 0.21468 Eh. As for the calculated total energy: -940.4110 a.u. As for the max |F|: 0.1104 Eh/bohr.

Each line ends with the Löwdin spin population.
Cartesian coordinates (Å):
1 Cl 2.69 -1.34 0.25  0.32
2 O 1.34 -1.47 1.23  0.80
3 N -1.21 -0.45 1.13  0.05
4 C 0.53 0.51 -0.41  0.03
5 C 0.35 0.04 -2.83  -0.02
6 C 0.06 0.24 0.89  0.49
7 C 1.85 0.91 -0.58  0.10
8 C 1.61 0.58 -2.91  0.07
9 C -1.16 -1.08 2.47  0.01
10 C -0.20 0.05 -1.49  0.09
11 C 2.31 1.07 -1.89  -0.01
12 C -2.40 0.42 1.08  0.03
13 H 0.44 0.57 1.82  0.02
14 H -2.31 1.19 1.89  0.00
15 H -3.26 -0.14 0.98  0.00
16 H -0.72 -0.40 3.24  0.00
17 H 2.08 0.74 -3.87  0.00
18 H -0.30 -0.47 -3.58  0.00
19 H -0.23 -1.86 2.37  0.00
20 H 2.22 1.51 0.31  0.00
21 H -1.28 -1.13 0.44  0.00
22 H 3.17 1.62 -2.10  0.00
23 H -1.98 -1.73 2.70  0.00
24 H -1.18 -0.35 -1.32  0.01
25 H -2.41 0.98 0.19  0.00

***

Here is the molecule C5H13NOSi from the Open Molecules 2025 dataset. Energies are from wB97M-V/def2-TZVPD.

As for the spin multiplicity: 1. The HOMO-LUMO gap comes out at 0.38821 Eh. Its structure (SMILES) is C[C@H](C(N)=O)[SiH](C)C. As for the calculated total energy: -617.7826 a.u. As for the max |F|: 0.1157 Eh/bohr.

Each line ends with the natural charge from an NBO analysis.
Cartesian coordinates (Å):
1 Si -0.84 0.11 0.45  1.38
2 O 0.51 0.36 -2.69  -0.61
3 N 0.33 -1.80 -2.11  -0.84
4 C 0.53 -0.49 -1.85  0.67
5 C 0.82 -0.24 -0.37  -0.76
6 C 1.89 1.23 -0.37  -0.52
7 C -0.62 1.71 1.48  -1.08
8 C -1.65 -1.33 1.40  -1.09
9 H 1.98 1.56 0.66  0.20
10 H -1.54 2.20 1.76  0.24
11 H 1.36 -1.01 0.21  0.24
12 H 0.19 -2.08 -3.09  0.41
13 H 0.10 -2.41 -1.31  0.40
14 H -0.04 2.47 0.93  0.24
15 H 2.74 0.94 -0.85  0.20
16 H -1.29 -2.32 0.91  0.22
17 H -2.74 -1.36 1.52  0.25
18 H -1.33 -1.46 2.39  0.23
19 H -1.73 0.35 -0.56  -0.21
20 H -0.04 1.60 2.37  0.23
21 H 1.38 1.96 -0.87  0.21

***

Here is the molecule C21H32N4O5S from the Open Molecules 2025 dataset. Energies are from wB97M-V/def2-TZVPD.

As for the spin multiplicity: 1. The HOMO-LUMO gap comes out at 0.32352 Eh. Its structure (SMILES) is CCCCN(CCCC)C(=O)CN(C)S(=O)(=O)c1ccc2c(c1)n(C)c(=O)c(=O)n2C. As for the calculated total energy: -1812.8661 a.u. As for the max |F|: 0.0217 Eh/bohr.

Each line ends with the natural charge from an NBO analysis.
Cartesian coordinates (Å):
1 S -0.53 -0.89 -1.81  2.34
2 O -7.81 -0.08 1.33  -0.54
3 O -0.34 -1.88 -2.83  -0.93
4 O -0.23 0.48 -2.12  -0.96
5 O -6.45 2.30 1.30  -0.54
6 O 1.88 -1.10 2.34  -0.64
7 N 0.42 -1.31 -0.52  -0.66
8 N -6.06 -1.12 0.36  -0.40
9 N 2.82 0.11 0.69  -0.43
10 N -4.67 1.29 0.33  -0.41
11 C -2.22 -0.97 -1.21  -0.35
12 C 1.77 -0.47 1.30  0.68
13 C 4.14 -0.08 1.28  -0.22
14 C -6.69 -0.02 0.88  0.58
15 C 1.06 3.45 -1.78  -0.62
16 C 2.74 0.97 -0.47  -0.23
17 C 2.49 3.39 -1.25  -0.39
18 C -3.95 2.55 0.31  -0.43
19 C 0.39 -2.70 -0.16  -0.43
20 C -2.79 0.18 -0.70  -0.24
21 C -2.89 -2.17 -1.21  -0.18
22 C -4.78 -1.08 -0.16  0.15
23 C -4.08 0.14 -0.17  0.21
24 C -5.94 1.29 0.86  0.58
25 C 6.22 -1.54 1.27  -0.39
26 C 0.41 -0.38 0.59  -0.33
27 C -4.17 -2.22 -0.68  -0.24
28 C -6.80 -2.37 0.38  -0.43
29 C 4.85 -1.28 0.66  -0.40
30 C 2.64 2.45 -0.06  -0.40
31 C 7.24 -0.46 0.94  -0.61
32 H -0.52 -2.95 0.40  0.18
33 H 6.97 0.50 1.38  0.20
34 H 1.91 0.69 -1.11  0.24
35 H 6.12 -1.62 2.36  0.20
36 H 0.70 2.47 -2.07  0.23
37 H -2.22 1.09 -0.75  0.25
38 H 8.22 -0.73 1.32  0.21
39 H -4.70 -3.16 -0.69  0.23
40 H -3.70 2.83 -0.71  0.21
41 H 2.80 4.39 -0.95  0.20
42 H 1.00 4.10 -2.65  0.21
43 H 4.71 0.83 1.13  0.19
44 H 3.53 2.72 0.50  0.20
45 H 7.32 -0.33 -0.14  0.20
46 H -2.43 -3.04 -1.63  0.24
47 H 0.21 0.61 0.20  0.24
48 H 1.78 2.57 0.61  0.19
49 H 4.22 -2.16 0.81  0.21
50 H -3.05 2.48 0.92  0.21
51 H -6.95 -2.74 -0.63  0.21
52 H 3.66 0.83 -1.05  0.20
53 H -0.36 -0.65 1.33  0.21
54 H 0.39 3.85 -1.01  0.19
55 H 0.42 -3.28 -1.08  0.24
56 H 6.59 -2.50 0.91  0.20
57 H 4.00 -0.25 2.35  0.23
58 H 1.25 -2.94 0.46  0.23
59 H -7.76 -2.16 0.83  0.26
60 H -6.27 -3.12 0.98  0.21
61 H 4.95 -1.13 -0.42  0.19
62 H 3.15 3.06 -2.05  0.20
63 H -4.62 3.30 0.74  0.26

***

Question: Which value of calculated total energy does entry 2 give?
Answer: -2479.8719 a.u.

***

Question: What is the formula in the fourth record?
Answer: C5H13NOSi